DFT (ωB97M-V/def2-TZVPD) results for a cluster of 9 separate species, C45H116N8O15 in total at a distorted geometry.

**HOMO energy**: -0.3050 Eh
**DFT total energy**: -3350.343174 hartree
**SMILES**: COC[C@H](C)N.COC[C@H](C)N.COCCNCCOC.COCCNCCOC.COCCNCCOC.COCCNCCOC.COCCNCCOC.COCCNCCOC.CO
**ΔE to the lowest compared entry with this formula, charge and spin**: 0.0 kJ/mol
**HOMO-LUMO gap**: 8.9075 eV
**Net charge**: 0

Each line ends with the Löwdin charge.
Geometry (Å):
1 C 3.176 3.497 6.195  -0.102
2 O 3.134 2.897 4.911  -0.197
3 C 1.907 2.231 4.650  -0.203
4 C 2.174 1.228 3.546  -0.415
5 C 2.542 1.914 2.234  -0.036
6 N 1.119 0.220 3.349  0.070
7 H 2.172 3.860 6.433  0.084
8 H 3.913 4.289 6.276  0.084
9 H 3.377 2.713 6.934  0.086
10 H 1.649 1.699 5.577  0.123
11 H 1.066 2.907 4.451  0.130
12 H 3.074 0.694 3.858  0.127
13 H 1.867 2.677 1.840  0.071
14 H 2.965 1.256 1.476  0.050
15 H 3.392 2.567 2.481  0.081
16 H 0.218 0.699 3.258  0.045
17 H 1.062 -0.334 4.201  0.072
18 C -4.347 -1.441 -3.666  -0.113
19 O -3.994 -2.729 -3.218  -0.158
20 C -2.642 -3.052 -3.440  -0.229
21 C -2.273 -4.435 -2.931  -0.405
22 C -0.743 -4.540 -2.941  -0.054
23 N -2.916 -5.440 -3.784  0.034
24 H -5.278 -1.057 -3.249  0.081
25 H -4.561 -1.507 -4.742  0.074
26 H -3.521 -0.733 -3.548  0.075
27 H -2.367 -2.898 -4.497  0.124
28 H -1.995 -2.272 -3.012  0.115
29 H -2.718 -4.538 -1.940  0.143
30 H -0.231 -4.174 -3.833  0.063
31 H -0.425 -5.589 -2.948  0.076
32 H -0.306 -4.103 -2.042  0.052
33 H -2.525 -6.365 -3.629  0.064
34 H -2.625 -5.238 -4.741  0.069
35 C 0.439 -1.840 -5.736  -0.110
36 O 0.282 -1.247 -4.475  -0.192
37 C 0.781 0.059 -4.373  -0.213
38 C 0.057 1.048 -5.314  -0.198
39 N -1.370 0.993 -4.985  -0.031
40 C -2.205 1.716 -5.927  -0.197
41 C -2.518 0.911 -7.194  -0.191
42 O -3.018 -0.365 -6.791  -0.222
43 C -3.759 -1.065 -7.740  -0.127
44 H 0.132 -2.885 -5.715  0.077
45 H 1.504 -1.905 -6.005  0.096
46 H -0.079 -1.330 -6.551  0.079
47 H 1.850 0.110 -4.613  0.120
48 H 0.580 0.409 -3.366  0.092
49 H 0.248 0.762 -6.356  0.102
50 H 0.495 2.036 -5.165  0.120
51 H -1.586 0.001 -5.046  0.082
52 H -1.698 2.632 -6.254  0.121
53 H -3.108 2.163 -5.502  0.086
54 H -1.685 0.785 -7.884  0.119
55 H -3.368 1.426 -7.654  0.119
56 H -3.306 -1.163 -8.735  0.089
57 H -4.750 -0.613 -7.868  0.073
58 H -3.916 -2.103 -7.440  0.088
59 C 3.656 -1.229 0.176  -0.091
60 O 4.554 -1.425 1.270  -0.182
61 C 3.850 -1.821 2.437  -0.238
62 C 4.788 -1.888 3.631  -0.193
63 N 4.020 -2.445 4.733  -0.058
64 C 4.759 -3.424 5.531  -0.187
65 C 3.999 -3.658 6.851  -0.217
66 O 2.773 -4.318 6.666  -0.232
67 C 2.879 -5.725 6.748  -0.096
68 H 2.937 -2.042 0.083  0.082
69 H 4.212 -1.014 -0.733  0.086
70 H 3.169 -0.294 0.480  0.053
71 H 3.212 -2.698 2.253  0.116
72 H 3.042 -1.089 2.611  0.089
73 H 5.193 -0.885 3.785  0.118
74 H 5.613 -2.548 3.335  0.118
75 H 3.114 -2.748 4.409  0.079
76 H 5.757 -3.055 5.748  0.122
77 H 4.777 -4.374 4.984  0.115
78 H 3.706 -2.667 7.206  0.125
79 H 4.669 -4.078 7.607  0.121
80 H 3.223 -6.006 7.749  0.090
81 H 3.512 -6.148 5.966  0.088
82 H 1.915 -6.234 6.676  0.089
83 C -3.149 1.974 -1.967  -0.086
84 O -3.476 3.049 -1.105  -0.215
85 C -4.709 3.702 -1.350  -0.204
86 C -4.687 4.540 -2.631  -0.188
87 N -5.032 3.838 -3.863  -0.084
88 C -6.264 3.088 -3.971  -0.185
89 C -6.144 1.887 -4.919  -0.220
90 O -7.398 1.335 -5.288  -0.192
91 C -7.305 0.003 -5.769  -0.088
92 H -2.152 1.650 -1.680  0.076
93 H -3.137 2.371 -2.984  0.063
94 H -3.839 1.125 -1.972  0.082
95 H -4.885 4.358 -0.499  0.116
96 H -5.516 2.965 -1.370  0.108
97 H -3.722 5.034 -2.729  0.124
98 H -5.452 5.323 -2.493  0.111
99 H -4.727 4.314 -4.694  0.110
100 H -7.087 3.719 -4.321  0.121
101 H -6.497 2.682 -2.991  0.105
102 H -5.497 1.098 -4.517  0.103
103 H -5.636 2.181 -5.849  0.115
104 H -6.737 -0.005 -6.709  0.075
105 H -8.342 -0.183 -6.045  0.093
106 H -6.857 -0.660 -5.028  0.074
107 C 0.399 -4.377 0.848  -0.085
108 O -0.656 -4.027 1.721  -0.162
109 C -0.296 -3.262 2.824  -0.239
110 C 0.443 -4.082 3.882  -0.216
111 N 0.504 -3.440 5.201  -0.045
112 C -0.796 -3.435 5.858  -0.206
113 C -0.824 -2.339 6.938  -0.205
114 O -2.143 -2.079 7.393  -0.223
115 C -2.752 -3.157 8.114  -0.094
116 H -0.055 -4.488 -0.134  0.061
117 H 0.865 -5.341 1.085  0.089
118 H 1.161 -3.594 0.894  0.071
119 H -1.131 -2.781 3.329  0.095
120 H 0.413 -2.458 2.574  0.101
121 H 1.432 -4.426 3.554  0.109
122 H -0.039 -5.077 3.948  0.121
123 H 1.273 -3.855 5.722  0.063
124 H -0.989 -4.401 6.354  0.114
125 H -1.601 -3.392 5.127  0.109
126 H -0.493 -1.410 6.474  0.109
127 H -0.195 -2.586 7.797  0.121
128 H -2.015 -3.750 8.657  0.086
129 H -3.168 -3.825 7.353  0.080
130 H -3.568 -2.719 8.677  0.085
131 C -4.538 0.003 5.334  -0.100
132 O -3.883 0.430 4.156  -0.213
133 C -2.771 -0.397 3.809  -0.213
134 C -2.227 0.115 2.507  -0.181
135 N -1.757 1.488 2.775  -0.050
136 C -1.730 2.369 1.615  -0.216
137 C -1.207 3.769 1.861  -0.160
138 O -1.895 4.527 2.910  -0.190
139 C -3.289 4.301 2.983  -0.118
140 H -5.255 0.778 5.587  0.087
141 H -3.789 -0.075 6.133  0.081
142 H -5.002 -0.983 5.259  0.088
143 H -3.059 -1.453 3.812  0.121
144 H -2.097 -0.195 4.655  0.123
145 H -3.035 0.119 1.760  0.128
146 H -1.457 -0.475 2.006  0.098
147 H -2.507 1.902 3.315  0.067
148 H -2.680 2.451 1.072  0.103
149 H -1.070 1.898 0.873  0.110
150 H -1.296 4.451 1.013  0.120
151 H -0.163 3.780 2.174  0.096
152 H -3.832 4.730 2.137  0.086
153 H -3.640 4.877 3.845  0.090
154 H -3.581 3.284 3.241  0.071
155 C 2.589 4.048 -2.172  -0.114
156 O 2.532 2.665 -1.947  -0.184
157 C 3.586 1.941 -2.523  -0.237
158 C 5.008 2.184 -2.018  -0.211
159 N 5.682 3.392 -2.506  -0.046
160 C 7.137 3.229 -2.411  -0.224
161 C 7.889 4.003 -3.508  -0.216
162 O 9.249 3.600 -3.417  -0.190
163 C 10.059 4.274 -4.334  -0.145
164 H 3.414 4.500 -1.600  0.073
165 H 1.686 4.558 -1.856  0.088
166 H 2.922 4.329 -3.178  0.091
167 H 3.640 2.169 -3.601  0.121
168 H 3.339 0.879 -2.542  0.099
169 H 5.548 1.290 -2.344  0.115
170 H 5.129 2.077 -0.930  0.127
171 H 5.518 4.133 -1.834  0.096
172 H 7.570 2.225 -2.367  0.118
173 H 7.552 3.547 -1.439  0.122
174 H 7.717 5.077 -3.415  0.124
175 H 7.523 3.566 -4.444  0.124
176 H 10.150 5.342 -4.079  0.086
177 H 9.851 4.237 -5.408  0.087
178 H 11.080 3.911 -4.178  0.087
179 C 0.492 -0.218 -0.978  -0.109
180 O 0.439 -0.903 0.304  -0.165
181 H 0.230 0.820 -0.749  0.068
182 H 1.523 -0.234 -1.328  0.060
183 H -0.351 -0.680 -1.484  0.081
184 H 0.869 -0.364 0.983  0.027

***

DFT (ωB97M-V/def2-TZVPD) results for a cluster of 7 separate species, C28H52N8O15S2 in total at a distorted geometry.

**HOMO energy**: -0.2871 Eh
**DFT total energy**: -3460.531769 hartree
**SMILES**: CCN(CC)C(=S)SCCC[C@]1(CCCO)OC(=O)[C@@H](CN)[C@H]1c1ccccc1.C[N+](=O)[O-].C[N+](=O)[O-].C[N+](=O)[O-].C[N+](=O)[O-].C[N+](=O)[O-].C[N+](=O)[O-]
**HOMO-LUMO gap**: 7.6204 eV
**Net charge**: 0

Each line ends with the Löwdin charge.
Geometry (Å):
1 C 3.000 0.165 2.098  -0.109
2 C 4.211 -0.683 1.683  -0.241
3 N 4.224 -0.987 0.235  -0.171
4 C 5.544 -0.801 -0.384  -0.276
5 C 5.497 -0.213 -1.774  -0.103
6 C 3.574 -2.130 -0.122  -1.019
7 S 4.007 -3.093 -1.380  0.718
8 S 2.189 -2.579 0.906  0.953
9 C 0.823 -2.758 -0.253  -0.462
10 C -0.454 -3.097 0.525  -0.208
11 C -1.332 -1.908 0.930  -0.087
12 C -1.504 -0.840 -0.145  -0.385
13 C -1.712 -1.393 -1.524  -0.085
14 C -3.010 -2.231 -1.613  -0.119
15 C -2.795 -3.721 -1.882  -0.232
16 O -3.229 -4.525 -0.776  -0.079
17 O -0.350 0.034 0.009  0.061
18 C -0.555 0.904 1.014  -0.434
19 O 0.325 1.558 1.495  0.123
20 C -2.027 0.897 1.392  -0.136
21 C -2.720 2.196 1.808  -0.195
22 N -2.006 3.437 1.474  0.029
23 C -2.664 0.123 0.219  -0.149
24 C -3.045 1.131 -0.837  -0.198
25 C -4.395 1.372 -1.038  -0.041
26 C -4.834 2.318 -1.947  -0.064
27 C -3.916 3.043 -2.673  -0.079
28 C -2.565 2.804 -2.510  -0.054
29 C -2.141 1.860 -1.595  -0.036
30 H 3.279 0.927 2.801  0.063
31 H 2.511 0.564 1.221  0.060
32 H 2.272 -0.482 2.560  0.031
33 H 5.098 -0.137 1.964  0.106
34 H 4.238 -1.611 2.244  0.097
35 H 6.140 -1.705 -0.358  0.101
36 H 6.084 -0.079 0.213  0.105
37 H 4.809 0.621 -1.822  0.078
38 H 5.216 -0.945 -2.514  0.020
39 H 6.492 0.123 -2.037  0.073
40 H 1.052 -3.568 -0.928  0.045
41 H 0.776 -1.863 -0.853  0.063
42 H -0.999 -3.855 -0.013  0.087
43 H -0.140 -3.574 1.449  0.098
44 H -0.958 -1.505 1.859  0.124
45 H -2.318 -2.305 1.155  0.128
46 H -1.764 -0.579 -2.230  0.117
47 H -0.892 -2.016 -1.853  0.103
48 H -3.572 -1.834 -2.448  0.115
49 H -3.604 -2.152 -0.717  0.104
50 H -3.335 -4.034 -2.767  0.114
51 H -1.754 -3.966 -2.034  0.105
52 H -4.175 -4.657 -0.858  0.082
53 H -2.207 0.234 2.234  0.146
54 H -3.731 2.214 1.420  0.109
55 H -2.838 2.180 2.885  0.095
56 H -2.678 4.149 1.223  0.068
57 H -1.433 3.325 0.648  0.048
58 H -3.506 -0.495 0.487  0.140
59 H -5.131 0.823 -0.476  0.114
60 H -5.885 2.502 -2.064  0.102
61 H -4.228 3.796 -3.367  0.058
62 H -1.861 3.362 -3.092  0.094
63 H -1.083 1.698 -1.475  0.119
64 C 2.785 -2.573 -4.953  0.040
65 N 1.370 -2.831 -5.319  -0.454
66 O 0.753 -1.949 -5.880  0.059
67 O 0.924 -3.925 -5.037  0.053
68 H 3.043 -1.571 -5.275  0.094
69 H 2.893 -2.675 -3.875  0.038
70 H 3.387 -3.317 -5.465  0.104
71 C 1.471 -7.919 -2.031  0.046
72 N 2.160 -6.599 -2.057  -0.442
73 O 2.823 -6.327 -3.036  0.062
74 O 2.006 -5.884 -1.089  0.033
75 H 1.697 -8.442 -2.952  0.092
76 H 1.843 -8.462 -1.167  0.098
77 H 0.407 -7.727 -1.937  0.098
78 C 2.231 4.403 1.104  0.048
79 N 2.933 5.093 -0.013  -0.455
80 O 4.148 5.084 -0.013  0.057
81 O 2.238 5.621 -0.855  0.058
82 H 2.975 3.982 1.769  0.090
83 H 1.621 5.142 1.614  0.103
84 H 1.610 3.623 0.674  0.082
85 C -1.447 1.086 6.702  0.025
86 N -2.847 1.203 6.196  -0.441
87 O -3.591 1.914 6.835  0.067
88 O -3.206 0.564 5.221  0.040
89 H -1.394 1.712 7.579  0.076
90 H -1.267 0.045 6.950  0.098
91 H -0.758 1.427 5.936  0.098
92 C -3.512 5.907 -6.728  0.052
93 N -3.841 5.288 -5.415  -0.431
94 O -5.013 5.148 -5.134  0.074
95 O -2.902 4.966 -4.714  0.057
96 H -4.439 6.141 -7.238  0.094
97 H -2.936 6.805 -6.527  0.101
98 H -2.924 5.188 -7.288  0.102
99 C 3.033 1.996 8.365  0.051
100 N 1.579 1.959 8.049  -0.437
101 O 1.071 2.959 7.593  0.078
102 O 0.999 0.920 8.301  0.055
103 H 3.416 2.973 8.099  0.096
104 H 3.136 1.806 9.429  0.102
105 H 3.509 1.214 7.789  0.099

***

DFT (ωB97M-V/def2-TZVPD) results for a structure of composition C28H27LaN3SSi at a distorted geometry.

**HOMO energy (alpha / beta)**: -0.2826 / -0.2704 Eh
**DFT total energy**: -1966.316266 hartree
**ΔE to the lowest compared entry with this formula, charge and spin**: 308.5 kJ/mol
**HOMO-LUMO gap (alpha / beta)**: 3.9236 / 3.8038 eV
**Net charge**: +1

Each line ends with the Löwdin charge.
Geometry (Å):
1 C 0.599 2.207 0.898  -0.243
2 C 0.939 1.928 -0.458  -0.230
3 C -0.271 1.763 -1.192  -0.252
4 H 1.951 1.916 -0.871  0.112
5 C -1.363 1.927 -0.287  -0.249
6 C -0.828 2.206 1.007  -0.246
7 H -1.417 2.402 1.903  0.111
8 H 1.320 2.436 1.683  0.105
9 H -0.356 1.615 -2.272  0.058
10 H -2.427 1.880 -0.545  0.114
11 La -0.228 -0.370 0.517  2.084
12 C 0.171 -2.601 -3.917  -0.104
13 H 0.074 0.495 -3.735  -0.053
14 H -0.147 -3.251 -3.019  0.062
15 H 0.643 -1.802 -3.348  0.005
16 Si 0.012 -0.515 -4.735  0.726
17 C 1.306 -1.153 -5.936  -0.299
18 C 2.149 -0.038 -6.135  -0.138
19 H 1.884 0.968 -5.779  0.099
20 C 3.390 -0.187 -6.784  -0.070
21 H 4.078 0.670 -6.787  0.111
22 C 3.738 -1.432 -7.338  -0.075
23 H 4.723 -1.558 -7.803  0.109
24 C 2.820 -2.499 -7.328  -0.075
25 H 3.067 -3.465 -7.798  0.114
26 C 1.591 -2.348 -6.667  -0.088
27 H 0.894 -3.189 -6.754  0.112
28 C -1.426 0.002 -5.816  -0.307
29 C -1.172 0.396 -7.151  -0.098
30 H -0.279 0.091 -7.709  0.102
31 C -2.052 1.246 -7.835  -0.085
32 H -1.792 1.597 -8.837  0.107
33 C -3.236 1.694 -7.243  -0.079
34 H -3.899 2.406 -7.769  0.114
35 C -3.542 1.216 -5.962  -0.098
36 H -4.476 1.530 -5.500  0.102
37 C -2.668 0.387 -5.255  -0.124
38 H -3.012 0.092 -4.256  0.088
39 H 1.037 -3.132 -4.304  0.065
40 H -0.705 -2.419 -4.419  0.009
41 N -0.531 -2.816 4.091  0.151
42 C -0.192 -1.726 4.904  -0.195
43 C -0.269 -1.577 6.272  -0.013
44 C -0.018 -0.302 6.802  -0.077
45 C 0.285 0.786 5.957  -0.075
46 C 0.336 0.612 4.559  -0.017
47 C 0.082 -0.666 4.056  -0.231
48 N -0.104 -1.120 2.730  -0.143
49 C -0.467 -2.444 2.805  -0.331
50 C -0.756 -3.308 1.676  -0.377
51 C -1.013 -4.654 1.667  -0.360
52 S -1.326 -5.217 0.040  1.034
53 C -1.123 -3.615 -0.560  -0.441
54 N -0.811 -2.704 0.404  -0.235
55 H -0.799 -3.746 4.414  0.169
56 H -0.519 -2.457 6.864  0.116
57 H -0.056 -0.148 7.880  0.107
58 H 0.479 1.758 6.422  0.107
59 H 0.556 1.394 3.827  0.093
60 H -1.023 -5.260 2.573  0.074
61 H -1.298 -3.304 -1.589  0.045